[1]
Here is the molecule C17H17FN2O2 in a non-equilibrium geometry from the OMol25 dataset. Energies are from the ωB97M-V functional and the def2-TZVPD basis.

SMILES	Oc1c(C2CCC2)ccc(-c2cnc3c(c2)OCCN3)c1F
energy above the lowest of the compared OMol25 structures with the same formula, charge and spin	34.0	kcal/mol
charge	0
HOMO-LUMO gap	8.6	eV

XYZ file:
```
39
C17H17FN2O2 (the ωB97M-V functional and the def2-TZVPD basis)
F 1.76 1.54 0.19
O 1.38 -4.39 -1.61
O 0.11 3.61 0.31
N 2.94 -2.24 0.94
N 3.58 -4.31 0.15
C -2.69 5.45 0.16
C 2.05 -1.22 0.94
C 0.88 -1.19 0.13
C -0.46 2.37 0.30
C -1.84 2.14 0.35
C 2.38 -5.44 -1.57
C -0.06 -0.06 0.17
C -2.29 0.80 0.33
C -1.43 -0.28 0.25
C -2.82 3.29 0.32
C -2.68 4.45 1.33
C 2.71 -3.24 0.12
C 0.69 -2.28 -0.71
C 0.42 1.27 0.19
C 1.61 -3.31 -0.74
C 3.04 -5.62 -0.22
C -2.67 4.33 -0.88
H 2.21 -0.42 1.61
H -3.53 4.34 -1.58
H -3.63 6.00 0.09
H -3.86 2.93 0.39
H 3.82 -6.39 -0.34
H -1.79 6.11 0.14
H 1.84 -6.38 -1.80
H 3.11 -5.27 -2.32
H -3.37 0.55 0.37
H 2.30 -6.00 0.48
H 4.18 -4.24 0.96
H -0.15 -2.30 -1.36
H -1.84 -1.30 0.24
H -3.50 4.54 2.05
H 1.07 3.52 0.16
H -1.74 4.40 1.88
H -1.72 4.26 -1.43
```

natural (NBO) atomic charge list, values in e, 4 entries:
1. F -0.3424
2. O -0.4935
3. O -0.6760
4. N -0.4489


[2]
Here is a structure of composition C18H27CeN2O5P2S in a non-equilibrium geometry from the OMol25 dataset. Energies are from the ωB97M-V functional and the def2-TZVPD basis.

energy above the lowest of the compared OMol25 structures with the same formula, charge and spin	27.3	kcal/mol
charge	+3
HOMO-LUMO gap (spin up / spin down)	3.3 / 3.3	eV

XYZ file:
```
56
C18H27CeN2O5P2S (the ωB97M-V functional and the def2-TZVPD basis)
Ce 1.05 0.84 -1.02
S -0.90 1.68 2.23
P -0.92 2.34 -2.31
P 1.71 -2.97 0.17
O 2.40 2.07 0.44
O 2.77 -1.70 -0.43
O -1.96 2.52 1.72
O -1.21 0.35 2.68
O 2.28 -4.95 -6.42
N 0.29 1.55 1.03
N -0.78 -0.91 -1.23
C -1.73 2.44 -3.94
C 1.48 2.15 1.35
C -1.93 -3.01 -1.03
C -1.98 -0.28 -1.28
C -1.38 3.98 -1.64
C 0.23 2.54 3.28
C 2.28 3.78 4.66
C 2.51 3.37 3.35
C -3.17 -2.36 -1.07
C -0.01 2.95 4.59
C 1.14 -4.57 1.01
C -3.18 -0.99 -1.19
C 0.59 -2.99 -1.30
C 1.04 3.57 5.28
C 1.47 2.73 2.67
C -0.75 -2.27 -1.15
C 1.26 -1.92 1.57
C -2.11 1.23 -1.34
H -0.99 2.78 5.04
H -1.87 -4.09 -0.93
H -0.54 4.67 -1.81
H 3.29 -1.94 -1.22
H 0.38 -4.05 -1.51
H -4.11 -2.91 -1.00
H -2.19 1.62 -0.31
H 2.94 -3.66 0.12
H 1.05 -5.37 0.27
H 0.88 3.90 6.30
H -3.07 1.45 -1.84
H -2.50 3.22 -3.95
H 3.45 3.54 2.82
H 1.12 -2.60 -2.13
H 0.18 -4.41 1.52
H -1.57 3.94 -0.57
H -2.17 1.48 -4.21
H 2.09 -1.25 1.84
H 0.38 -1.28 1.37
H -4.11 -0.41 -1.22
H 0.99 -2.51 2.46
H 1.35 -4.89 -6.16
H 2.77 -4.89 -5.62
H 3.08 4.28 5.22
H -2.26 4.37 -2.17
H 1.92 -4.83 1.74
H -0.97 2.68 -4.70
```

Löwdin atomic charge list, values in e, 4 entries:
1. Ce 1.6295
2. S 0.7300
3. P 0.8572
4. P 0.7311


[3]
Here is a structure of composition C32H74AsF6NO18P2S5 in a non-equilibrium geometry from the OMol25 dataset. Energies are from the ωB97M-V functional and the def2-TZVPD basis.

<S²>	0.760
2S+1	2
charge	+1
HOMO-LUMO gap (spin up / spin down)	8.3 / 2.6	eV

XYZ file:
```
139
C32H74AsF6NO18P2S5 (the ωB97M-V functional and the def2-TZVPD basis)
As -0.94 0.23 0.55
S -3.12 -5.18 0.43
S -5.02 -0.04 -1.98
S 0.81 4.03 -3.12
S 5.60 -0.50 -0.86
S 1.74 -3.17 5.56
P 1.85 -5.69 -2.77
P -0.96 6.47 1.36
F -2.41 -0.76 0.82
F 0.48 1.23 0.16
F -0.05 -1.29 0.29
F -1.89 1.72 0.87
F -0.36 0.08 2.31
F -1.44 0.28 -1.09
O -2.48 6.66 1.97
O -5.91 -0.12 -0.80
O 0.59 -4.01 5.87
O 5.61 0.45 -1.94
O -0.93 5.78 0.06
O 6.47 -1.69 -0.88
O -3.29 -4.29 -0.73
O -2.99 -6.64 0.27
O 1.51 -4.09 -2.93
O -0.29 7.92 1.42
O 2.64 -5.82 -1.35
O 2.63 -6.37 -3.77
O -0.51 3.74 -2.48
O 0.87 4.39 -4.57
O 0.34 -6.17 -2.38
O -0.14 5.70 2.60
O -4.09 1.00 -2.11
O 3.11 -3.72 5.47
N -2.74 3.24 -1.46
C 1.92 -0.77 4.58
C -1.88 -6.82 -3.14
C -0.43 -6.83 -3.39
C -4.25 -1.78 -2.33
C 4.13 0.66 0.94
C 2.18 2.73 -2.88
C -1.56 -4.62 1.31
C -0.10 4.34 2.87
C 3.08 3.29 -1.77
C 3.18 -0.21 0.26
C -6.01 -1.60 -4.02
C 3.79 -1.10 -0.79
C -3.29 -4.59 3.25
C 4.66 -4.44 -2.05
C 2.08 7.70 0.52
C -4.25 -4.75 2.02
C -1.78 -4.79 2.93
C 1.61 -0.48 6.13
C 1.33 -2.09 4.21
C 5.59 0.31 0.69
C 1.73 -1.81 6.86
C 0.85 -3.32 -1.98
C 0.18 -2.21 -2.83
C -3.66 6.69 1.22
C -6.05 -0.06 -3.59
C -4.57 -2.14 -3.84
C 4.05 -5.69 -1.32
C -4.07 8.11 1.19
C 1.69 5.23 -2.09
C 0.79 3.56 1.82
C 1.05 8.28 1.63
C 3.14 4.79 -2.06
H 0.58 -0.15 6.17
H 0.72 -1.96 7.26
H 0.84 -1.52 -3.37
H 3.64 4.95 -3.02
H -6.97 0.50 -3.43
H 0.33 4.29 3.87
H 1.56 6.26 -2.42
H 0.38 3.33 0.83
H -3.55 -3.65 3.74
H 1.73 -2.60 3.33
H -2.44 -5.90 -3.29
H -4.52 -3.74 1.73
H 2.06 0.40 6.59
H -3.08 2.40 -1.92
H -3.36 4.03 -1.54
H -3.24 8.71 0.85
H -4.72 -2.41 -1.58
H -4.44 8.58 2.10
H 2.38 0.44 -0.10
H 5.21 -3.90 -1.28
H -0.22 -7.89 -3.30
H 1.23 9.35 1.75
H 1.48 0.11 4.11
H 2.66 2.67 -3.85
H -2.36 3.02 -0.55
H -0.61 -4.97 0.90
H -3.20 -1.90 -2.05
H -1.95 3.44 -2.06
H 1.29 7.77 2.56
H 3.01 8.27 0.48
H 5.39 -4.51 -2.85
H 6.36 1.07 0.83
H -1.55 -5.83 3.16
H -4.57 6.26 1.64
H -4.40 -3.21 -3.79
H -5.13 -5.38 2.07
H 2.98 -0.68 4.37
H -0.65 -2.54 -3.45
H -3.84 -1.51 -4.34
H 3.69 -2.15 -0.52
H 2.67 -0.83 0.99
H -3.53 6.12 0.30
H 0.96 2.54 2.18
H 4.56 -6.59 -1.65
H 1.26 5.16 -1.09
H 4.37 -5.69 -0.28
H -1.51 -3.57 1.01
H -0.40 -1.57 -2.17
H 3.88 -3.89 -2.57
H 4.03 2.76 -1.87
H 1.70 4.17 1.74
H 3.94 0.55 2.01
H -2.08 -6.86 -2.07
H 0.11 -3.85 -1.39
H 0.25 -1.98 4.24
H 5.96 -0.55 1.25
H -1.22 -4.04 3.49
H 2.16 6.62 0.60
H -6.73 -2.21 -3.47
H -0.18 -6.47 -4.39
H -1.09 3.89 2.94
H 2.65 3.05 -0.79
H 4.04 1.71 0.68
H 3.76 5.28 -1.31
H -4.81 8.23 0.39
H 1.46 7.88 -0.36
H 1.55 -2.81 -1.31
H -6.24 -1.76 -5.07
H -2.40 -7.64 -3.64
H 1.66 1.78 -2.70
H -3.45 -5.48 3.85
H -5.51 0.61 -4.26
H 2.43 -2.09 7.65
H 3.23 -0.91 -1.70
```

Löwdin atomic charge list, values in e, 4 entries:
1. As 0.9079
2. S 0.8824
3. S 0.7385
4. S 0.8319


no.,total energy (eV)
1,-27696.6214
2,-74634.2306
3,-222619.4685